Below is the molecule C5H8N2O at a distorted geometry, with properties calculated with ωB97M-V with the def2-TZVPD basis set.

Properties
energy above the lowest of the compared OMol25 structures with the same formula, charge and spin: 2.825 eV
strongest force on any atom: 2.4 eV/A
E_tot: -10339.901 eV
SMILES string: C/N=C\N1C[C@@H]1C=O

CARTESIAN COORDINATES (ANGSTROEM)
C  -0.50  -1.39  -2.15
C  -0.07  0.76  -1.25
C  0.56  -0.54  0.93
C  0.51  0.92  1.24
C  -0.27  1.30  2.45
H  0.07  -1.85  -3.00
H  -1.54  -1.59  -2.39
H  -0.26  -1.90  -1.19
H  0.13  1.83  -1.44
H  -0.02  -1.28  1.48
H  1.49  -0.98  0.54
H  1.45  1.51  1.15
H  -1.34  0.99  2.42
N  -0.31  0.06  -2.31
N  -0.20  0.36  0.10
O  0.28  1.81  3.41

natural (NBO) atomic charge list, values in e, 2 entries: C -0.46; C 0.26



Below is a cluster of 3 separate species, C2H5NO2S in total at a distorted geometry, with properties calculated with ωB97M-V with the def2-TZVPD basis set.

Properties
energy above the lowest of the compared OMol25 structures with the same formula, charge and spin: 2.448 eV
strongest force on any atom: 3.7 eV/A
E_tot: -18573.121 eV

CARTESIAN COORDINATES (ANGSTROEM)
C  -0.80  -2.51  -1.98
C  -0.45  -1.02  0.52
N  -0.88  0.17  0.16
O  -1.88  -2.15  -1.95
O  0.27  -2.85  -2.06
S  2.51  2.63  1.38
H  -0.99  -1.82  -0.07
H  1.37  2.53  2.13
H  -0.39  0.98  0.49
H  -1.58  0.28  -0.47
H  2.82  3.77  1.84

natural (NBO) atomic charge list, values in e, 2 entries: C 1.01; C -0.10



Below is a structure of composition CH3Br2N at a distorted geometry, with properties calculated with ωB97M-V with the def2-TZVPD basis set.

Properties
energy above the lowest of the compared OMol25 structures with the same formula, charge and spin: 3.279 eV
strongest force on any atom: 4.4 eV/A
E_tot: -142656.013 eV

CARTESIAN COORDINATES (ANGSTROEM)
C  -0.22  0.84  0.67
N  0.43  -1.01  -0.33
Br  -1.12  -1.91  -0.81
Br  1.71  -0.61  -1.58
H  -1.31  0.52  0.96
H  0.61  0.68  1.31
H  -0.09  1.49  -0.21

natural (NBO) atomic charge list, values in e, 2 entries: C -0.30; N -0.74